A | DFT (ωB97M-V/def2-TZVPD) results for a 2-piece molecular cluster, C3H10OS2 overall.

Frontier orbital gap, Ha: 0.3180
LUMO level, eV: -0.59
HOMO, eV: -9.2
SMILES: CCSSC.O

Last column: Mulliken charge in e.
Cartesian coordinates (Å):
C -2.647 -0.181 0.036  -1.092
C -1.232 0.317 0.347  -0.416
S -0.375 0.930 -1.142  -0.128
S 0.009 -1.348 -1.633  -0.099
C 1.566 -1.263 -0.763  -0.673
H -2.772 -1.268 -0.029  0.285
H -3.032 0.319 -0.849  0.325
H -3.309 0.114 0.863  0.358
H -1.277 1.144 1.065  0.417
H -0.588 -0.411 0.845  0.258
H 2.255 -0.715 -1.397  0.266
H 1.377 -0.930 0.258  0.156
H 2.036 -2.244 -0.674  0.347
O 2.763 1.943 1.444  -0.637
H 3.121 2.235 0.592  0.321
H 2.104 1.358 1.036  0.313

---

B | DFT (ωB97M-V/def2-TZVPD) results for a 2-piece molecular cluster, C3H10OS2 overall.

Frontier orbital gap, Ha: 0.3186
LUMO level, eV: 0.63
HOMO, eV: -8.0
SMILES: CCO.CSS

Last column: Mulliken charge in e.
Cartesian coordinates (Å):
C 1.349 -1.463 0.833  -0.812
C 0.807 -0.817 2.109  -0.202
O 0.888 0.605 2.001  -0.478
H 1.112 -0.848 -0.024  0.158
H 0.837 -2.419 0.689  0.294
H 2.412 -1.718 0.872  0.295
H -0.249 -1.069 2.170  0.187
H 1.396 -1.157 2.959  0.333
H 1.312 1.003 2.762  0.275
C -2.070 0.752 -2.766  -0.807
S -1.696 0.762 -1.010  -0.023
S 0.140 1.715 -1.225  -0.252
H -2.744 -0.084 -2.948  0.296
H -2.549 1.705 -3.017  0.294
H -1.158 0.669 -3.352  0.279
H 0.214 2.364 -0.054  0.163

---

C | DFT (ωB97M-V/def2-TZVPD) results for a 2-piece molecular cluster, C3H10OS2 overall.

Frontier orbital gap, Ha: 0.2749
LUMO level, eV: -1.71
HOMO, eV: -9.2
SMILES: CCSSC.O

Last column: Mulliken charge in e.
Cartesian coordinates (Å):
C 0.404 -2.445 -0.034  -0.983
C -0.201 -1.013 -0.180  -0.222
S 0.760 0.064 -1.016  -0.183
S 1.814 0.313 1.350  -0.112
C 0.347 1.126 1.771  -0.826
H -0.380 -3.189 0.315  0.305
H 1.216 -2.298 0.656  0.243
H 0.905 -2.820 -0.884  0.349
H -1.147 -1.026 -0.746  0.386
H -0.683 -0.757 0.815  0.090
H -0.520 0.592 2.197  0.338
H 0.640 1.725 2.697  0.278
H -0.099 1.759 1.034  0.330
O -1.289 3.001 -2.714  -0.626
H -0.768 2.667 -1.945  0.321
H -1.000 2.301 -3.317  0.313

---

Order from most stable to least stable according to the calculation: B, A, C

---

A | DFT (ωB97M-V/def2-TZVPD) results for a 2-piece molecular cluster, C9H13NO2 overall.

Frontier orbital gap, Ha: 0.3303
LUMO level, eV: 0.73
HOMO, eV: -8.3
SMILES: Cc1ccc(O)cc1.CC(N)=O

Last column: Mulliken charge in e.
Cartesian coordinates (Å):
C -1.609 -1.515 2.925  -1.444
C -0.804 -1.502 1.634  0.822
C 0.044 -0.457 1.354  -0.830
C 0.797 -0.580 0.169  -0.283
C 0.714 -1.686 -0.633  0.147
O 1.377 -1.862 -1.827  -0.553
C -0.282 -2.688 -0.459  -0.515
C -0.957 -2.584 0.765  -0.488
H -2.588 -1.967 2.789  0.356
H -1.896 -0.525 3.303  0.355
H -1.028 -2.000 3.713  0.293
H 0.104 0.438 1.946  0.449
H 1.630 0.122 0.244  0.573
H 1.892 -1.103 -2.106  0.316
H -0.468 -3.437 -1.213  0.433
H -1.714 -3.324 0.987  0.327
C -0.316 2.833 -0.717  -0.788
C 1.011 2.585 -1.404  0.645
N 1.161 2.588 -2.782  -0.444
O 2.005 2.473 -0.716  -0.613
H -1.181 2.286 -1.128  0.333
H -0.298 3.914 -0.714  0.351
H -0.226 2.374 0.274  0.092
H 2.139 2.592 -3.008  0.248
H 0.493 3.024 -3.396  0.216

---

B | DFT (ωB97M-V/def2-TZVPD) results for a single C9H13NO2 molecule.

Frontier orbital gap, Ha: 0.3287
LUMO level, eV: 0.83
HOMO, eV: -8.1
SMILES: CCCCn1cccc(O)c1=O

Last column: Mulliken charge in e.
Cartesian coordinates (Å):
C 3.019 0.630 -0.341  -1.133
C 1.974 -0.269 -0.998  -0.336
C 1.404 -1.344 -0.068  -0.583
C 0.573 -0.810 1.099  -1.111
N -0.624 -0.085 0.656  0.104
C -0.646 1.296 0.631  -0.263
C -1.732 1.975 0.194  -0.579
C -2.882 1.259 -0.257  -0.596
C -2.867 -0.097 -0.226  0.091
O -3.887 -0.878 -0.623  -0.604
C -1.697 -0.838 0.237  1.177
O -1.697 -2.076 0.235  -0.736
H 2.605 1.216 0.487  0.251
H 3.436 1.341 -1.063  0.339
H 3.846 0.032 0.060  0.317
H 2.425 -0.769 -1.864  0.341
H 1.154 0.339 -1.402  0.290
H 0.773 -2.039 -0.635  0.339
H 2.225 -1.940 0.354  0.384
H 1.149 -0.129 1.734  0.482
H 0.234 -1.646 1.711  0.393
H 0.253 1.781 0.996  0.268
H -1.717 3.057 0.192  0.393
H -3.763 1.782 -0.616  0.412
H -3.559 -1.789 -0.493  0.361

---

C | DFT (ωB97M-V/def2-TZVPD) results for a 2-piece molecular cluster, C9H13NO2 overall.

Frontier orbital gap, Ha: 0.3444
LUMO level, eV: 0.59
HOMO, eV: -8.8
SMILES: Cc1ccc(O)cc1.CC(N)=O

Last column: Mulliken charge in e.
Cartesian coordinates (Å):
C 2.785 -0.874 1.652  -1.337
C 2.066 0.383 1.172  0.853
C 1.364 1.122 2.154  -0.606
C 0.211 1.857 1.774  -0.441
C -0.069 1.844 0.421  0.148
O -1.184 2.572 0.037  -0.594
C 0.848 1.436 -0.518  -0.175
C 1.928 0.599 -0.197  -0.737
H 3.532 -1.067 0.893  0.366
H 2.076 -1.691 1.677  0.244
H 3.086 -0.700 2.697  0.419
H 1.525 0.706 3.151  0.259
H -0.413 2.447 2.417  0.452
H -1.724 2.315 -0.707  0.365
H 0.859 1.988 -1.476  0.339
H 2.578 0.395 -1.046  0.423
C -0.427 -2.298 -1.392  -0.367
C -1.903 -1.985 -1.627  0.519
N -2.391 -1.059 -0.741  -0.304
O -2.592 -2.658 -2.359  -0.602
H -0.387 -2.846 -0.468  0.244
H 0.078 -1.339 -1.142  -0.134
H -0.036 -2.771 -2.300  0.309
H -3.355 -0.873 -0.530  0.198
H -1.713 -0.388 -0.418  0.160

---

Order from most stable to least stable according to the calculation: B, A, C

---

A | DFT (ωB97M-V/def2-TZVPD) results for a 2-piece molecular cluster, C9H13NO2 overall.

Frontier orbital gap, Ha: 0.3390
LUMO level, eV: 0.61
HOMO, eV: -8.6
SMILES: Cc1ccc(O)cc1.CC(N)=O

Last column: Mulliken charge in e.
Cartesian coordinates (Å):
C 0.004 1.327 0.054  -1.166
C 1.138 0.459 0.577  0.695
C 2.450 0.814 0.238  -0.723
C 3.453 -0.100 0.523  -0.382
C 3.174 -1.197 1.303  0.425
O 4.305 -1.961 1.686  -0.524
C 1.865 -1.600 1.568  -0.687
C 0.846 -0.758 1.160  -0.365
H -0.195 1.031 -0.978  0.291
H 0.320 2.371 0.142  0.388
H -0.895 1.175 0.655  0.275
H 2.642 1.724 -0.300  0.376
H 4.485 0.073 0.238  0.366
H 3.946 -2.334 2.494  0.312
H 1.821 -2.639 1.859  0.370
H -0.189 -1.072 1.255  0.322
C -4.043 1.369 -0.392  -0.875
C -3.905 0.764 -1.735  0.743
N -3.331 -0.498 -1.749  -0.400
O -4.302 1.205 -2.789  -0.601
H -4.103 0.638 0.414  0.309
H -4.822 2.121 -0.278  0.309
H -3.160 1.972 -0.152  0.130
H -3.317 -0.930 -2.654  0.223
H -3.294 -1.094 -0.941  0.190

---

B | DFT (ωB97M-V/def2-TZVPD) results for a single C9H13NO2 molecule.

Frontier orbital gap, Ha: 0.3127
LUMO level, eV: 0.61
HOMO, eV: -7.9
SMILES: COc1cc(C)cc(CN)c1O

Last column: Mulliken charge in e.
Cartesian coordinates (Å):
C 3.140 -1.419 -0.128  -0.732
O 2.016 -1.117 0.521  -0.453
C 1.093 -0.214 0.350  0.098
C 1.368 1.108 0.091  -1.005
C 0.145 2.017 -0.057  1.001
C 0.297 3.440 0.099  -1.135
C -1.106 1.467 -0.217  -0.827
C -1.280 0.071 -0.289  0.373
C -2.556 -0.668 -0.456  -0.941
N -2.950 -1.403 0.871  -0.692
C -0.141 -0.691 -0.048  0.812
O -0.295 -1.945 -0.586  -0.523
H 3.914 -0.696 -0.342  0.303
H 3.694 -2.214 0.386  0.272
H 2.903 -1.757 -1.200  0.288
H 2.324 1.478 0.020  0.505
H -0.817 3.877 -0.188  0.249
H 0.944 3.860 -0.701  0.333
H 0.436 3.779 1.084  0.307
H -1.920 2.221 -0.459  0.114
H -2.442 -1.485 -1.100  0.433
H -3.526 -0.127 -0.848  0.300
H -2.334 -2.163 0.852  0.329
H -2.638 -0.772 1.528  0.276
H 0.594 -2.344 -0.685  0.314

---

Order from most stable to least stable according to the calculation: A, B

---

A | DFT (ωB97M-V/def2-TZVPD) results for a single C9H13NO2 molecule.

Frontier orbital gap, Ha: 0.2474
LUMO level, eV: -0.87
HOMO, eV: -7.6

Last column: Mulliken charge in e.
Cartesian coordinates (Å):
C -3.110 1.296 -0.347  -0.717
C -1.919 1.998 -0.293  -0.339
C -3.238 -0.017 0.051  0.732
C -0.165 0.123 0.180  -0.073
C -0.502 1.609 0.102  -0.349
C 2.329 0.386 0.175  -1.862
C 1.172 -1.104 -1.280  -1.536
C 1.283 -1.593 1.241  -1.538
C 1.187 -0.575 0.087  1.894
N -1.325 -0.559 0.137  -0.031
O -3.804 -0.976 0.314  -0.302
O -1.344 -1.820 0.235  -0.727
H -4.075 1.784 -0.617  0.300
H -1.960 2.953 -0.666  0.447
H -0.052 2.176 -0.655  0.320
H -0.186 1.876 1.228  0.245
H 3.190 -0.225 -0.325  0.333
H 2.090 1.236 -0.395  0.486
H 2.571 0.571 1.163  0.440
H 2.114 -1.726 -1.336  0.422
H 1.424 -0.324 -2.042  0.318
H 0.286 -1.678 -1.526  0.378
H 0.337 -1.967 1.425  0.425
H 1.737 -1.056 2.080  0.336
H 1.960 -2.388 1.062  0.399

---

B | DFT (ωB97M-V/def2-TZVPD) results for a 2-piece molecular cluster, C9H13NO2 overall.

Frontier orbital gap, Ha: 0.3310
LUMO level, eV: 0.72
HOMO, eV: -8.3
SMILES: Cc1ccc(O)cc1.CC(N)=O

Last column: Mulliken charge in e.
Cartesian coordinates (Å):
C 1.129 2.049 -0.891  -1.394
C 1.453 0.619 -1.096  0.731
C 0.900 0.004 -2.222  -0.499
C 1.104 -1.367 -2.445  -0.500
C 2.105 -1.976 -1.701  0.708
O 2.296 -3.261 -2.149  -0.515
C 2.643 -1.419 -0.531  -0.730
C 2.267 -0.118 -0.251  -0.386
H 0.758 2.617 -1.751  0.357
H 1.939 2.746 -0.616  0.346
H 0.288 2.230 -0.192  0.223
H 0.292 0.594 -2.916  0.286
H 0.463 -1.869 -3.144  0.414
H 2.909 -3.812 -1.642  0.310
H 3.439 -1.913 0.023  0.308
H 2.449 0.236 0.780  0.334
C -3.943 0.944 2.644  -0.869
C -2.925 0.026 1.901  0.526
N -1.581 0.422 2.079  -0.394
O -3.207 -0.726 1.010  -0.567
H -4.851 0.343 2.716  0.271
H -4.086 1.723 1.912  0.233
H -3.637 1.203 3.681  0.369
H -0.784 -0.135 1.811  0.222
H -1.418 0.840 2.989  0.215

---

Order from most stable to least stable according to the calculation: B, A

---

A | DFT (ωB97M-V/def2-TZVPD) results for a 2-piece molecular cluster, C5H12NO overall.

Frontier orbital gap (alpha / beta), Ha: 0.2425 / 0.2595
LUMO level (alpha / beta), eV: -4.56 / -8.75
Multiplicity: 3
HOMO (alpha / beta), eV: -11.2 / -15.8
Charge: +1

Last column: Mulliken spin population.
Cartesian coordinates (Å):
C -0.591 -0.502 -1.444  0.587
C 2.415 1.253 -0.097  -0.004
C -3.084 -1.268 -0.367  0.581
C 1.070 1.216 0.707  0.040
C 0.622 -0.105 1.312  -0.002
N -0.997 -0.896 -0.339  0.247
O -0.654 -0.657 0.867  0.440
H 0.520 -0.017 -1.575  0.054
H -1.115 -0.733 -2.269  0.017
H 2.117 1.029 -1.165  0.000
H 3.058 2.100 0.074  0.000
H 3.021 0.381 0.322  0.002
H -3.395 -0.480 -1.056  0.000
H -3.210 -1.454 0.746  0.005
H -3.101 -2.340 -0.702  0.006
H 0.414 1.486 -0.061  -0.001
H 1.035 2.021 1.473  0.004
H 1.320 -0.972 1.145  0.022
H 0.556 -0.062 2.431  0.002

---

B | DFT (ωB97M-V/def2-TZVPD) results for C5H12NO as an isolated structure.

Frontier orbital gap (alpha / beta), Ha: 0.3428 / 0.2820
LUMO level (alpha / beta), eV: -4.03 / -7.70
Multiplicity: 3
HOMO (alpha / beta), eV: -13.4 / -15.4
Charge: +1

Last column: Mulliken spin population.
Cartesian coordinates (Å):
C -0.948 2.378 -1.183  0.039
C 0.856 -0.822 2.559  -0.001
C 0.039 0.654 -2.396  0.022
C -0.103 -1.444 1.514  0.023
C 0.131 -1.008 0.058  0.044
N -0.387 1.260 -1.199  0.511
O -0.573 0.183 0.160  1.198
H -1.462 2.660 -0.303  0.015
H -0.972 2.980 -2.005  0.017
H 1.773 -0.653 2.043  0.000
H 0.569 0.147 2.862  0.003
H 0.797 -1.371 3.458  0.000
H 1.080 0.805 -2.466  -0.003
H -0.425 0.972 -3.280  0.012
H 0.000 -0.411 -2.485  0.009
H -1.121 -1.236 1.773  0.002
H -0.053 -2.473 1.769  0.008
H 1.175 -1.099 -0.185  0.034
H -0.376 -1.520 -0.696  0.067

---

Order from most stable to least stable according to the calculation: B, A

---

A | DFT (ωB97M-V/def2-TZVPD) results for a single C2H2O3S2 molecule.

Frontier orbital gap (alpha / beta), Ha: 0.2849 / 0.2505
LUMO level (alpha / beta), eV: -2.04 / -2.20
HOMO (alpha / beta), eV: -9.8 / -9.0

Last column: Mulliken charge in e.
Cartesian coordinates (Å):
C 2.174 0.229 -0.692  -0.286
C -1.337 0.716 -0.181  0.142
O 1.824 -1.276 1.424  -0.531
O -2.000 -1.553 0.831  -0.441
O -0.574 1.399 -0.758  -0.343
S 1.203 -0.489 0.344  0.443
S -1.088 -1.154 -0.232  0.362
H 1.951 1.017 -1.365  0.337
H -2.153 1.111 0.627  0.316

---

B | DFT (ωB97M-V/def2-TZVPD) results for a single C2H2O3S2 molecule.

Frontier orbital gap, Ha: 0.2721
LUMO level, eV: -1.31
HOMO, eV: -8.7

Last column: Mulliken charge in e.
Cartesian coordinates (Å):
C 1.247 -0.131 0.043  -0.091
C -1.260 -0.008 0.159  0.069
O 3.700 -0.112 -0.278  -0.476
O -3.678 -0.070 0.006  -0.538
O -0.116 0.668 0.304  -0.266
S 2.620 0.815 0.050  0.390
S -2.580 0.917 -0.055  0.265
H 1.213 -1.052 -0.332  0.339
H -1.145 -1.028 0.103  0.309

---

Order from most stable to least stable according to the calculation: B, A